[1]
Density functional theory data (ωB97M-V/def2-TZVPD) for C8H12N5O5P in the gas phase in a non-equilibrium geometry.

```
31
Properties=species:S:1:pos:R:3:forces:R:3
O -2.1449 4.3750 -0.9320 -0.3 -2.1 1.3
O 2.1082 -0.3893 -1.6599 -1.3 0.3 -0.3
N -3.3352 1.9252 0.7194 1.1 0.4 -1.0
N -0.2249 3.2680 -1.0383 -3.1 0.0 1.7
N 0.0369 1.1683 0.1156 -0.2 -0.1 0.5
O 0.5867 -2.6372 0.6849 0.6 0.3 0.4
O 2.0816 -2.8748 -2.0395 -0.5 -0.2 1.1
O 4.0782 -1.6011 -1.1110 0.6 -1.5 0.5
C -1.5534 3.3357 -0.5765 -0.2 5.1 -3.2
C -2.1799 2.2324 0.1485 -2.2 -2.0 2.3
C 0.4579 2.2616 -0.6171 0.2 0.1 -1.0
C -1.2240 1.2040 0.4256 1.7 -2.7 0.9
N 1.7086 2.2798 -1.0844 1.4 -1.7 -0.8
N -1.8210 0.1929 1.1268 -0.5 0.1 0.0
C -3.2554 0.5566 1.3575 1.8 1.5 -0.7
C -0.6429 -1.9135 0.4830 0.2 0.3 -0.6
C -1.0880 -0.9746 1.6519 -0.1 -0.1 -1.2
C 1.8331 -1.9024 0.6640 -0.1 0.2 -0.7
P 2.5035 -1.6762 -1.0691 -0.6 1.6 -0.3
H 1.1073 -2.8735 -1.9751 0.2 -0.5 -0.4
H 4.1981 -1.2515 -2.0090 0.6 0.2 0.1
H 1.8081 2.9581 -1.8408 -0.1 -0.1 0.6
H 1.9615 1.3225 -1.3924 0.5 0.5 0.6
H -3.9958 -0.1154 0.8926 0.4 0.3 0.0
H -3.4523 0.6381 2.4395 -0.1 0.1 -0.4
H -1.4162 -2.6624 0.2859 0.3 -0.2 0.3
H -0.5735 -1.3593 -0.4648 0.1 0.3 0.4
H -0.1953 -0.6821 2.1937 0.1 0.4 0.1
H -1.7328 -1.5291 2.3305 -0.1 0.1 0.0
H 1.7493 -0.8703 1.0558 -0.1 -0.4 -0.3
H 2.6165 -2.4054 1.2343 -0.5 -0.4 0.2
```
Forces are in eV/Å.

As for the structure (SMILES): NC1=NC(=O)C2=NCN(CCOCP(=O)(O)O)C2=N1. The calculation puts the highest occupied orbital energy at -8.8991 eV.

natural (NBO) atomic charge list, values in e, 8 entries: -0.514 -1.157 -0.260 -0.573 -0.581 -0.538 -0.954 -0.966

[2]
Density functional theory data (ωB97M-V/def2-TZVPD) for a gas-phase ion, C8H12NO (charge +1) in a non-equilibrium geometry.

```
22
Properties=species:S:1:pos:R:3:forces:R:3
C -2.5199 -0.3204 0.1610 0.7 0.0 -0.1
C -3.5952 -0.0222 -0.4311 -3.2 0.1 -1.1
C -1.3751 -0.6603 0.6254 -1.2 -0.9 3.2
C 0.5885 2.0222 0.3079 0.5 0.6 0.6
C 1.9238 -0.5432 -0.8309 -0.8 -1.9 -0.2
C 2.1023 0.1011 0.5488 0.3 -2.3 0.6
C 0.5789 -1.2262 -0.6639 1.2 -1.5 2.5
C 0.6964 0.5700 0.8818 -0.1 0.5 -1.0
N -0.1951 -0.2180 0.0233 -0.3 0.9 -2.0
O -0.0142 2.2326 -0.7159 0.3 -0.2 0.8
H -4.1679 -0.9016 -0.8577 0.7 1.4 -0.1
H -4.0316 1.0045 -0.4162 0.2 -1.1 0.2
H -1.3321 -1.1409 1.6251 0.4 0.4 -0.7
H 1.2211 2.8194 0.8281 -0.8 -0.8 -0.5
H 1.7907 0.1855 -1.5961 0.6 0.6 -0.8
H 2.5686 -1.3891 -1.1140 0.6 1.0 0.1
H 2.5993 -0.6244 1.2859 -1.0 1.2 -0.9
H 2.6452 0.9825 0.4665 1.8 1.3 0.0
H -0.0203 -1.7095 -1.3870 -0.2 0.0 -1.5
H 0.7060 -2.0000 0.1199 0.1 0.0 -0.4
H 0.3116 0.3752 1.8460 0.2 0.6 1.4
H -0.4812 0.4626 -0.7069 -0.1 0.1 0.0
```
Forces are in eV/Å.

As for the net charge: +1. As for the structure (SMILES): C=C=C[N@@H+]1CCC[C@H]1C=O. The calculation puts the highest occupied orbital energy at -14.0612 eV.

natural (NBO) atomic charge list, values in e, 8 entries: 0.085 -0.402 -0.178 0.437 -0.419 -0.415 -0.205 -0.150

[3]
Density functional theory data (ωB97M-V/def2-TZVPD) for a gas-phase ion, C8H12NO2SSi (charge -1) in a non-equilibrium geometry.

```
25
Properties=species:S:1:pos:R:3:forces:R:3
C 2.7686 -0.7961 2.2546 -2.6 0.3 -0.5
C -0.0935 0.2977 0.0396 -0.3 -1.9 -0.7
C 1.2273 -1.9373 0.7210 -0.7 -2.4 0.8
C 4.2644 -0.5209 2.2558 0.0 -1.8 -0.6
C 1.5032 -3.4189 0.9926 1.8 0.3 0.6
C -2.8060 1.4333 0.4129 0.0 2.5 1.4
C -2.3367 0.5817 -2.4481 -0.2 -0.9 -0.6
C -0.6695 2.9088 -1.4739 -0.2 -1.8 -2.7
N 1.8799 -1.2152 1.5733 2.6 2.5 0.8
O 4.7600 0.5644 2.0514 0.1 0.2 0.3
O 4.6477 -1.7180 2.3616 0.8 0.8 0.2
Si -1.3904 1.1991 -0.8747 -1.2 1.2 -0.3
S -0.1073 -1.3376 -0.2186 1.0 1.9 0.9
H 1.5078 -3.9274 0.0683 0.4 -0.9 -1.2
H 2.5307 -3.5519 1.5495 -1.8 0.5 -1.4
H 0.8228 -3.9886 1.5913 -1.0 0.1 0.7
H -3.7670 1.9298 0.0064 1.6 -0.4 0.5
H -3.1504 0.5135 0.8417 0.0 -0.9 0.1
H -2.4185 2.0333 1.3886 -0.9 -1.1 -2.3
H -2.4357 -0.5734 -2.4439 0.2 1.8 -0.1
H -3.4380 0.9994 -2.4413 2.3 -0.6 -0.3
H -1.6842 0.8901 -3.3710 -1.6 -0.5 1.4
H -0.6897 3.6127 -0.7033 -0.2 1.3 1.2
H 0.4486 2.7774 -1.7518 -1.9 0.2 0.0
H -1.3744 3.2444 -2.3818 1.9 -0.5 1.9
```
Forces are in eV/Å.

As for the net charge: -1. The calculation puts the highest occupied orbital energy (alpha / beta) at -3.7908 / -3.7934 eV.

natural (NBO) atomic charge list, values in e, 8 entries: 0.262 -0.875 -0.263 0.722 -0.631 -1.104 -1.136 -1.082

[4]
Density functional theory data (ωB97M-V/def2-TZVPD) for C8H12NP in the gas phase in a non-equilibrium geometry.

```
22
Properties=species:S:1:pos:R:3:forces:R:3
C 2.2791 -1.3047 -0.1751 2.4 -0.1 -2.0
C 0.9427 -1.7971 -0.1102 -1.1 1.3 2.2
C 2.5449 0.0160 -0.1130 -1.8 -1.8 0.6
C -0.0145 -1.0022 0.3835 -1.6 -0.1 -2.7
C 1.5616 0.9234 0.4952 0.5 3.0 0.9
C -0.7894 1.1969 -0.5015 2.8 2.4 0.8
C -2.2329 1.2224 -0.1170 0.1 -1.6 -0.4
C 0.1347 0.4651 0.4907 -0.2 -0.1 -0.3
N -2.8360 -0.0752 0.1651 0.9 -0.3 0.8
P -1.8344 -1.2711 0.0466 0.1 -0.1 2.4
H 3.0535 -2.0296 -0.5462 -0.7 0.9 0.5
H 0.6663 -2.7857 -0.2559 0.1 -1.9 -0.7
H 3.4579 0.4511 -0.2987 2.2 0.4 -0.5
H 1.8879 0.9762 1.5767 -0.2 0.3 -0.9
H 1.6285 2.0524 0.0910 0.0 -2.5 0.8
H -0.5047 0.7482 -1.4552 -0.7 0.3 -0.5
H -0.3617 2.3101 -0.4705 -1.0 -2.1 -0.4
H -2.4936 1.9257 0.6190 0.3 0.9 1.6
H -2.7123 1.6000 -0.9413 -1.4 1.1 -2.3
H -0.3246 0.5777 1.4102 -0.6 1.3 2.4
H -1.8920 -1.8249 -1.1483 0.4 -1.4 -2.2
H -2.1608 -2.3746 0.8550 -0.2 0.0 0.0
```
Forces are in eV/Å.

As for the structure (SMILES): C1=CC[C@H]2CCN=[PH2]C2=C1. The calculation puts the highest occupied orbital energy at -7.9785 eV.

natural (NBO) atomic charge list, values in e, 8 entries: -0.252 -0.210 -0.123 -0.253 -0.432 -0.401 -0.232 -0.305

[5]
Density functional theory data (ωB97M-V/def2-TZVPD) for C8H12NPS2 in the gas phase in a non-equilibrium geometry.

```
24
Properties=species:S:1:pos:R:3:forces:R:3
C 2.9573 -0.9586 -0.7780 1.7 0.4 -1.4
C 1.8535 -1.6093 -0.2548 0.9 0.0 0.7
C 3.0912 0.4820 -0.7687 1.2 -2.8 -0.7
C 1.0369 -0.7805 0.5749 0.1 -0.7 -2.0
C 2.1253 1.2285 -0.2040 -1.0 0.4 0.1
C 1.0694 0.6082 0.5220 2.5 -1.3 -1.0
C -1.2461 2.5451 -1.1285 2.3 -0.7 0.2
C -3.0276 -2.5107 1.0957 1.1 2.0 -2.8
N 0.2476 1.4164 1.2126 -2.5 2.2 -0.5
P -2.6644 0.1248 -0.6607 0.2 -0.2 0.6
S -1.6299 1.6248 0.4350 0.2 -0.4 -0.5
S -3.8500 -0.8415 0.7795 0.0 -0.4 -0.2
H 3.8321 -1.4957 -1.3028 -1.8 0.6 0.8
H 1.7670 -2.7415 -0.4136 -0.2 1.9 0.7
H 4.0218 0.8352 -1.2462 -0.9 0.3 0.3
H 0.2562 -1.2282 1.1072 -1.1 -0.6 0.9
H 2.1215 2.2970 -0.3121 0.1 0.4 0.3
H -1.9806 2.2461 -1.9223 0.9 0.5 0.9
H -0.1315 2.2649 -1.3958 -2.3 0.5 0.3
H -1.2508 3.5994 -0.8266 -0.2 -0.3 -0.5
H -1.9993 -2.1766 0.7501 -0.9 -1.3 0.8
H -3.4178 -3.3714 0.5273 0.1 0.7 0.2
H -3.1380 -2.6140 2.1206 0.2 -0.5 1.9
H -0.0438 1.0557 2.0893 -0.4 -0.6 0.9
```
Forces are in eV/Å.

The calculation puts the highest occupied orbital energy (alpha / beta) at -7.3825 / -7.3835 eV.

natural (NBO) atomic charge list, values in e, 8 entries: -0.207 -0.214 -0.224 -0.216 -0.205 0.080 -0.753 -0.700

[6]
Density functional theory data (ωB97M-V/def2-TZVPD) for 2 unconnected molecules or ions with the total composition C8H12O in a non-equilibrium geometry.

```
21
Properties=species:S:1:pos:R:3:forces:R:3
C 2.1681 0.4699 0.1015 -2.5 -1.0 0.3
C -1.2853 1.7927 -0.7388 1.2 -2.3 -0.8
C -2.4438 0.8282 -0.6287 -3.0 0.3 0.6
C -0.7411 0.3052 1.5991 -3.3 -1.9 -1.5
C -0.3954 -0.5140 0.4138 2.3 1.3 -0.4
C -1.2691 0.6099 0.2052 1.4 -0.5 -0.5
C 3.0668 -0.4385 -0.5937 0.2 2.8 -4.4
C -0.3935 -1.9663 0.2089 0.9 -1.2 2.1
O 2.2792 1.4935 0.6561 0.6 0.5 0.1
H -0.5255 1.6239 -1.5973 -1.7 1.0 1.4
H -1.5007 2.6789 -0.2284 0.5 1.7 0.1
H -3.4319 1.0533 -0.0745 1.7 0.4 -1.0
H -2.7077 0.2829 -1.5249 0.5 -0.7 0.2
H -1.5196 -0.0871 2.2398 -0.1 -0.5 0.3
H -0.1387 0.9254 2.1294 2.2 2.0 0.9
H 2.9411 -0.2462 -1.7930 0.0 -0.2 2.8
H 2.9648 -1.4381 -0.5158 -1.3 -3.2 0.7
H 4.0796 -0.2586 -0.4289 2.0 0.8 0.6
H 0.6697 -2.4468 0.5306 -2.7 1.0 0.0
H -0.5036 -2.3610 -0.7727 -0.4 0.3 -1.1
H -1.3133 -2.3070 0.8123 1.6 -0.4 -0.5
```
Forces are in eV/Å.

The calculation puts the highest occupied orbital energy (alpha / beta) at -7.1633 / -6.9596 eV.

natural (NBO) atomic charge list, values in e, 8 entries: 0.585 -0.398 -0.410 -0.430 0.070 -0.145 -0.754 -0.662

[7]
Density functional theory data (ωB97M-V/def2-TZVPD) for a molecular structure, C8H12O10RbS in a non-equilibrium geometry.

```
32
Properties=species:S:1:pos:R:3:forces:R:3
Rb -0.7495 -13.5489 4.3914 -13.7 4.3 1.2
S 0.5453 -11.8967 6.1517 -0.4 3.9 6.2
O 0.9910 -11.5024 7.4704 1.7 -0.3 1.9
O -0.1809 -10.7495 5.6851 -2.2 1.6 -2.8
O 1.6272 -12.1934 5.2783 2.6 -0.8 -2.0
O -0.3305 -13.0388 6.2925 0.4 -0.4 7.2
C -4.2851 -15.0910 4.7917 -1.7 0.9 -1.2
C -3.8386 -15.4498 3.3337 0.2 0.0 2.9
C -4.2568 -14.6170 2.1753 -3.0 0.8 -0.7
O -3.0956 -14.2047 1.5179 -0.3 0.2 -1.1
C -2.1122 -14.2998 2.3989 3.1 2.0 -3.2
O -1.0521 -13.6540 2.2430 -4.3 -3.2 -4.3
O -2.4810 -15.1445 3.3294 3.0 -0.8 1.0
H -4.2369 -14.0350 5.0574 0.8 0.2 -0.4
H -3.8340 -15.6316 5.6237 0.0 -0.4 -0.6
H -5.3707 -15.1762 4.7423 -0.3 -0.7 0.6
H -3.9841 -16.5280 3.2680 0.2 0.0 -0.6
H -4.7480 -13.6888 2.4672 -0.3 0.0 0.4
H -4.9578 -15.1115 1.5028 0.3 -0.1 -0.2
C 3.8012 -15.6600 2.8147 -0.1 0.1 0.5
C 3.2675 -14.7423 3.9107 -0.9 -1.4 0.5
C 2.2443 -13.6900 3.5215 3.1 -0.8 -1.0
O 0.9818 -14.2244 3.9794 11.3 -1.5 -6.4
C 1.0991 -15.3579 4.5506 1.2 -0.7 4.2
O 0.1437 -15.8938 5.1081 2.5 -0.7 -1.6
O 2.4485 -15.4774 4.8055 -0.8 -3.6 1.2
H 4.3865 -15.0464 2.1298 -0.1 -0.3 -0.3
H 2.9679 -16.1793 2.3413 -0.2 0.4 -0.4
H 4.3953 -16.4954 3.1853 0.4 0.3 0.3
H 4.0253 -14.3194 4.5703 0.3 0.0 -0.4
H 2.3574 -13.5898 2.4420 -1.1 0.4 0.0
H 2.6976 -12.8945 4.1130 -1.8 0.7 -0.7
```
Forces are in eV/Å.

As for the net charge: -1. The calculation puts the highest occupied orbital energy at -2.7847 eV.

Löwdin atomic charge list, values in e, 8 entries: 1.725 0.034 -0.402 -0.403 -0.391 -0.711 0.011 -0.282

[8]
Density functional theory data (ωB97M-V/def2-TZVPD) for a molecular structure, C8H12O5Rb in a non-equilibrium geometry.

```
26
Properties=species:S:1:pos:R:3:forces:R:3
O 3.2174 -1.0476 2.8116 2.8 3.3 -0.1
C 4.2246 -2.7674 2.0130 2.1 1.3 -5.3
O 4.5130 -3.9991 2.4100 0.2 -1.3 1.9
O 3.5271 -2.7319 1.0070 0.9 0.7 2.2
Rb -0.5820 -0.5475 0.2876 0.1 -0.1 0.0
C 4.7432 -0.2596 2.4452 -3.0 -1.4 0.5
C 5.5405 -1.4729 2.2231 -1.9 -2.9 0.7
H 5.0363 0.2743 3.3545 -0.5 0.1 -0.4
H 4.6179 0.3273 1.5270 -0.3 0.0 0.6
H 6.1354 -1.4748 1.3036 -0.2 -0.3 0.3
H 6.0979 -1.7470 3.1293 0.1 0.0 -0.5
C 5.1834 -4.3382 3.5721 0.4 0.4 -0.2
C 6.3942 -4.8812 3.5007 0.0 0.4 0.0
C 7.1563 -5.2758 4.7316 -0.2 -0.3 0.2
C 8.5892 -4.7960 4.7840 -0.6 0.4 0.6
O 9.4052 -5.5889 3.8115 0.2 -0.4 -0.4
C 10.2391 -6.4167 4.1800 0.0 0.6 0.3
O 11.0219 -7.0221 3.4138 0.3 -0.1 -0.4
H 4.6338 -4.1820 4.5011 0.1 0.0 -0.2
H 6.8682 -5.0087 2.5243 -0.2 0.0 0.2
H 2.6636 -0.3303 3.1349 -0.2 0.1 0.4
H 7.1489 -6.3698 4.8514 0.0 0.2 0.1
H 6.6741 -4.8613 5.6286 0.1 -0.1 -0.2
H 9.0415 -4.9466 5.7683 -0.1 0.0 -0.2
H 8.7199 -3.7645 4.4454 0.1 -0.3 0.0
H 11.8100 -7.4012 3.8478 -0.1 -0.3 0.1
```
Forces are in eV/Å.

As for the net charge: +2. The multiplicity is 2. As for the expectation value of S²: 0.75. The calculation puts the highest occupied orbital energy (alpha / beta) at -14.1000 / -14.0997 eV.

natural (NBO) atomic charge list, values in e, 8 entries: -0.803 0.854 -0.505 -0.595 0.999 -0.071 -0.500 0.214

[9]
Density functional theory data (ωB97M-V/def2-TZVPD) for 2 unconnected molecules or ions with the total composition C8H12O6 in a non-equilibrium geometry.

```
26
Properties=species:S:1:pos:R:3:forces:R:3
C 3.6272 0.4190 1.8909 -0.6 0.7 0.2
C 2.4355 1.3244 1.5581 -0.7 0.4 -0.5
C 1.0906 0.6241 1.2060 1.8 0.5 -1.1
O 0.2141 0.9643 2.2447 -0.3 -0.2 0.6
C 0.7988 1.8900 3.0500 0.4 0.4 0.9
O 0.3563 2.4280 4.0151 -1.0 -0.5 -0.4
O 2.0568 2.1491 2.6766 0.8 -0.5 -0.7
H 3.6089 -0.5138 1.3315 -0.1 0.0 0.0
H 3.5511 0.2247 2.9607 0.2 -0.3 0.0
H 4.5713 0.9233 1.6983 0.0 0.0 0.0
H 2.6011 2.0315 0.7477 0.7 -0.1 0.0
H 1.3521 -0.4173 1.0009 -0.9 -0.4 0.8
H 0.7350 1.0158 0.2550 -0.3 0.1 0.2
C -2.4535 -1.9248 -3.2796 1.6 1.1 0.5
C -2.4302 -1.3900 -1.8403 -0.5 -0.8 -0.8
C -1.0715 -1.0478 -1.2940 0.3 -0.6 -0.7
O -1.3410 0.0532 -0.4496 0.8 -0.1 0.6
C -2.5209 0.6012 -0.7846 -0.5 -0.2 0.2
O -3.0132 1.5325 -0.2457 0.1 0.3 -0.2
O -3.0733 -0.1254 -1.7770 -0.8 0.3 -0.2
H -2.1688 -2.9742 -3.2975 -0.7 -0.2 -0.1
H -1.6085 -1.4268 -3.7710 -0.2 0.0 -0.2
H -3.3283 -1.6007 -3.8318 -0.4 -0.6 0.2
H -2.9336 -2.0988 -1.1711 -0.2 0.3 0.0
H -0.4101 -0.7538 -2.1159 0.1 0.1 0.2
H -0.6458 -1.9074 -0.7771 0.2 0.4 0.4
```
Forces are in eV/Å.

As for the structure (SMILES): C[C@H]1COC(=O)O1.C[C@H]1COC(=O)O1. The calculation puts the highest occupied orbital energy at -10.8186 eV.

natural (NBO) atomic charge list, values in e, 8 entries: -0.639 0.068 -0.089 -0.478 0.969 -0.571 -0.490 0.213